The following is a quantum chemistry calculation of C4H7NO2S in the gas phase at a distorted geometry, from OMol25.

```
15
Properties=species:S:1:pos:R:3:forces:R:3
O 1.55124 1.96074 -0.28475 -1.3 0.5 1.6
C 0.95037 0.90688 -0.28514 3.3 -0.9 -4.4
N 1.16980 0.21231 -1.55346 -2.3 -0.2 3.2
C 0.64258 -1.08208 -1.70632 1.9 1.9 -2.4
O 1.09847 -1.79579 -2.55799 -0.5 -0.9 0.1
C 0.37708 0.13377 0.83607 1.2 1.3 0.8
C -0.95246 0.79044 1.25352 -0.4 0.9 3.3
S -2.14757 -0.53340 1.75643 -0.2 0.1 -1.2
H 1.74710 0.76659 -2.17674 0.0 -0.8 -0.2
H -0.23410 -1.23869 -1.11005 -0.5 -0.6 0.6
H 1.30291 0.04567 1.46256 -0.8 2.0 1.1
H 0.48224 -0.92835 0.87653 -1.6 -1.1 -1.6
H -1.45181 1.54784 0.55983 1.1 -1.4 0.5
H -0.83494 1.37644 2.26150 0.0 -0.8 -2.1
H -2.14207 -0.33500 3.05100 0.1 0.2 0.8
```
Positions in Å, forces in eV/Å.

Output
ΔE to the lowest compared entry with this formula, charge and spin, kcal per mole: 56.0
Total charge: 0
DFT total energy, a.u.: -759.9873
LUMO energy, eV: 0.442
SMILES: O=CNC(=O)CCS

Mulliken population analysis, charges in e, atoms 1 to 4: -0.59, 0.37, -0.10, 0.07